The following is a DFT calculation (ωB97M-V/def2-TZVPD) of an isolated molecule of C26H33N3O4S at a distorted geometry.

LUMO energy in eV: 0.186
Orbital gap in eV: 8.29
Relative energy (zero: lowest compared OMol25 entry of this formula, charge and spin) in eV: 3.555
Electronic energy in a.u.: -1873.91828

```
! RIJCOSX wB97M-V def2-TZVPD def2/J DEFGRID3
* xyz 0 1
C -6.36 -0.20 1.96
O -5.22 -0.49 1.19
C -4.78 0.45 0.29
C -5.34 1.71 0.13
C -4.79 2.58 -0.80
C -3.71 2.21 -1.57
C -3.15 0.95 -1.42
C -1.93 0.55 -2.20
C -0.65 0.79 -1.38
N -0.47 2.21 -1.12
C 0.80 2.76 -1.52
C 1.95 2.38 -0.58
C 1.63 2.82 0.85
C 2.74 2.43 1.83
N 2.89 0.99 1.96
S 4.08 0.25 1.03
O 4.81 -0.63 1.90
O 4.81 1.25 0.31
C 3.15 -0.80 -0.09
C 1.91 -1.23 0.33
C 1.14 -2.08 -0.48
C -0.17 -2.53 -0.06
C -0.91 -2.33 1.08
C -2.10 -3.07 0.86
C -3.27 -3.20 1.76
N -2.05 -3.65 -0.31
O -0.87 -3.33 -0.89
C 1.67 -2.47 -1.71
C 2.93 -2.06 -2.10
C 3.70 -1.23 -1.29
C 5.08 -0.82 -1.69
C 0.27 2.24 1.26
C -0.80 2.61 0.23
C -3.69 0.08 -0.49
H -6.19 0.65 2.62
H -7.23 0.00 1.33
H -6.54 -1.09 2.56
H -6.18 2.03 0.72
H -5.23 3.56 -0.92
H -3.29 2.90 -2.28
H -1.87 1.14 -3.12
H -1.98 -0.51 -2.46
H 0.20 0.41 -1.96
H -0.71 0.21 -0.46
H 1.02 2.44 -2.54
H 0.70 3.85 -1.53
H 2.09 1.30 -0.60
H 2.89 2.84 -0.91
H 1.56 3.91 0.86
H 3.69 2.85 1.48
H 2.51 2.85 2.82
H 2.99 0.67 2.91
H 1.54 -0.90 1.29
H -0.66 -1.75 1.94
H -3.86 -2.28 1.73
H -2.94 -3.37 2.78
H -3.89 -4.03 1.43
H 1.08 -3.12 -2.35
H 3.33 -2.40 -3.04
H 5.78 -1.07 -0.90
H 5.13 0.26 -1.83
H 5.38 -1.32 -2.61
H -0.01 2.61 2.25
H 0.36 1.15 1.33
H -1.76 2.17 0.51
H -0.93 3.70 0.23
H -3.28 -0.91 -0.36
*
```

Results of the Mulliken charge analysis, in e, for atoms 1 through 2: number 1, C, carries -1.01; number 2, O, carries -0.35

The following is a DFT calculation (ωB97M-V/def2-TZVPD) of an isolated molecule of C19H22N6O2 at a distorted geometry.

LUMO energy in eV: -0.648
Orbital gap in eV: 7.60
Relative energy (zero: lowest compared OMol25 entry of this formula, charge and spin) in eV: 5.555
Electronic energy in a.u.: -1216.06007

```
! RIJCOSX wB97M-V def2-TZVPD def2/J DEFGRID3
* xyz 0 1
N 4.50 2.39 -3.26
C 4.53 1.28 -3.51
C 4.48 -0.09 -3.89
C 4.40 -1.04 -2.75
C 5.17 -2.24 -2.55
C 4.80 -3.14 -1.47
C 3.71 -2.93 -0.73
C 2.97 -1.72 -0.89
N 1.87 -1.30 -0.10
C 1.29 -0.06 0.18
N 1.98 1.06 0.10
C 1.66 1.91 1.03
N 2.42 2.97 1.06
C 0.61 1.80 1.95
N 0.23 2.68 2.92
O 0.36 3.87 2.62
C -0.05 0.68 1.81
O -1.10 0.59 2.73
C -2.10 -0.42 2.62
C -2.99 -0.18 1.31
C -4.27 -0.95 1.64
C -5.21 -1.15 0.43
C -5.39 0.38 -0.09
C -4.27 1.29 -0.18
C -3.29 1.26 1.05
N 0.32 -0.34 0.99
C 3.30 -0.88 -1.93
H 5.29 -0.31 -4.52
H 3.56 -0.31 -4.56
H 6.15 -2.47 -3.06
H 5.53 -3.91 -1.32
H 3.41 -3.64 0.06
H 1.43 -1.94 0.63
H 2.23 3.62 1.81
H 2.76 3.25 0.14
H -2.83 -0.31 3.47
H -1.73 -1.43 2.65
H -2.55 -0.54 0.42
H -3.86 -1.92 1.95
H -4.67 -0.52 2.55
H -6.12 -1.63 0.53
H -4.83 -1.74 -0.40
H -5.79 0.49 -1.10
H -6.23 0.75 0.49
H -4.69 2.32 -0.33
H -3.76 1.12 -1.13
H -3.57 1.83 1.96
H -2.27 1.60 0.83
H 2.63 -0.04 -2.18
*
```

Results of the Mulliken charge analysis, in e, for atoms 1 through 2: number 1, N, carries -0.46; number 2, C, carries 0.38